Entry one
Entry from the Open Molecules 2025 dataset: an isolated ion of composition C6H12N3 and charge +1 (ωB97M-V with the def2-TZVPD basis set).

Geometry (Å):
H -5.08 -1.81 -0.85
N -4.78 -0.82 -0.42
N -3.39 -0.85 -0.24
N -2.90 0.28 0.04
C -2.03 1.00 0.44
C -0.84 1.72 0.67
C 0.20 1.11 -0.35
C 0.47 -0.32 0.03
C 1.76 -0.87 -0.56
C 2.95 -0.82 0.36
H -0.85 2.80 0.62
H -0.49 1.62 1.68
H -0.06 1.07 -1.42
H 1.11 1.74 -0.17
H -0.24 -0.99 -0.37
H 0.50 -0.53 1.16
H 2.21 -0.21 -1.24
H 1.63 -1.80 -1.19
H 3.36 0.23 0.44
H 3.80 -1.45 0.00
H 2.69 -1.10 1.36

Computed properties:
charge	+1
frontier orbital gap	7.582	eV
SMILES string	[H]/N=N/[N+]#CCCCCC

***

Entry two
Entry from the Open Molecules 2025 dataset: a 2-piece molecular cluster, C6H12N3 overall (ωB97M-V with the def2-TZVPD basis set).

Geometry (Å):
C -4.22 -0.59 -0.60
C -2.92 -0.32 -0.37
C -2.10 -0.31 0.83
C 1.81 -0.03 -1.11
C 0.07 1.91 0.17
C 3.14 -1.00 0.79
N 0.06 0.65 0.42
N 2.82 -0.11 -0.31
N -0.93 0.07 1.15
H -4.65 -0.69 -1.58
H -4.94 -0.66 0.24
H -2.17 -0.19 -1.17
H -2.39 -0.83 1.80
H 1.18 -0.92 -1.09
H -0.63 2.72 0.43
H 1.74 0.77 -1.85
H 0.96 2.24 -0.19
H 3.16 -1.94 0.31
H 2.41 -0.84 1.49
H 4.11 -0.54 1.10
H 3.49 0.64 -0.44

Computed properties:
charge	+1
frontier orbital gap	8.502	eV

***

Which of them is least stable? Easy: entry one.

***

Entry one
Entry from the Open Molecules 2025 dataset: one molecule with the formula C5H10O2S (ωB97M-V with the def2-TZVPD basis set).

Geometry (Å):
C 1.76 -0.46 0.70
C -0.20 0.71 -0.61
C 2.54 -1.31 -0.16
C -2.72 0.98 -0.35
C -1.39 0.59 0.27
O 1.28 2.11 1.09
O 2.38 1.43 -0.93
S 1.40 1.14 0.04
H 1.16 -0.84 1.51
H -0.09 0.06 -1.54
H 3.34 -1.77 0.41
H 2.95 -0.63 -0.92
H 2.09 -2.30 -0.54
H -3.16 0.32 -0.97
H -2.84 1.97 -0.74
H -3.59 1.00 0.44
H -1.56 -0.48 0.68
H -1.19 1.22 1.12

Computed properties:
frontier orbital gap (alpha / beta)	8.607 / 8.150	eV

***

Entry two
Entry from the Open Molecules 2025 dataset: one molecule with the formula C5H10O2S (ωB97M-V with the def2-TZVPD basis set).

Geometry (Å):
C -0.25 2.63 2.17
S -0.75 0.86 2.28
C 0.40 -0.02 1.14
C -0.31 -0.40 -0.15
C 0.69 -1.08 -1.11
C 0.08 -1.48 -2.38
O 0.15 -1.00 -3.49
O -0.74 -2.56 -2.24
H -1.07 3.31 2.41
H 0.52 2.86 2.91
H 0.10 3.00 1.20
H 0.56 -0.98 1.64
H 1.20 0.71 1.02
H -1.04 -1.18 0.11
H -0.83 0.45 -0.61
H 1.05 -1.96 -0.58
H 1.52 -0.39 -1.32
H -1.28 -2.77 -3.00

Computed properties:
frontier orbital gap	9.450	eV
SMILES string	CSCCCC(=O)O

***

Which of them is least stable? Easy: entry one.

***

Entry one
Entry from the Open Molecules 2025 dataset: one molecule with the formula C2H4ClP (ωB97M-V with the def2-TZVPD basis set).

Geometry (Å):
Cl -2.55 -0.54 0.17
P -1.04 0.97 -0.09
C 0.45 0.16 0.72
C 0.37 -0.04 -0.74
H 0.09 -0.74 1.29
H 1.19 0.90 1.21
H 1.14 0.45 -1.45
H 0.35 -1.16 -1.12

Computed properties:
frontier orbital gap	10.468	eV
SMILES string	ClP1CC1

***

Entry two
Entry from the Open Molecules 2025 dataset: one molecule with the formula C2H4ClP (ωB97M-V with the def2-TZVPD basis set).

Geometry (Å):
Cl 0.51 1.56 -1.38
C -0.51 0.49 -0.46
C 0.13 -0.18 0.89
P -0.26 -1.34 -0.48
H -1.52 0.86 -0.34
H 1.16 0.06 1.09
H -0.53 -0.17 1.74
H 1.02 -1.28 -1.06

Computed properties:
frontier orbital gap	10.385	eV
SMILES string	Cl[C@@H]1CP1

***

Entry three
Entry from the Open Molecules 2025 dataset: a 2-piece molecular cluster, C2H4ClP overall (ωB97M-V with the def2-TZVPD basis set).

Geometry (Å):
C -0.24 0.93 0.71
P 0.25 -0.48 0.05
C 0.50 1.24 -0.55
H -0.99 1.37 1.27
H -0.02 1.35 -1.46
H 1.58 1.45 -0.67
Cl 3.65 0.60 -0.19
H 3.70 1.73 -0.75

Computed properties:
frontier orbital gap	9.166	eV
SMILES string	C1=PC1.Cl

***

Entry four
Entry from the Open Molecules 2025 dataset: a 2-piece molecular cluster, C2H4ClP overall (ωB97M-V with the def2-TZVPD basis set).

Geometry (Å):
C -0.15 -0.47 0.55
C 0.07 0.33 -0.45
P 3.90 -1.19 -0.06
Cl 3.94 0.78 -0.16
H -0.71 0.04 1.35
H 0.50 -1.27 0.67
H 0.75 -0.06 -1.17
H -0.51 1.16 -0.64

Computed properties:
frontier orbital gap (alpha / beta)	7.035 / 6.992	eV

***

Which of them is least stable? Easy: entry four.

***

Entry one
Entry from the Open Molecules 2025 dataset: a 5-piece molecular cluster, H10O5 overall (ωB97M-V with the def2-TZVPD basis set).

Geometry (Å):
O -0.84 -0.08 2.42
H -0.22 -0.64 2.92
H -1.63 -0.04 2.98
O 1.63 -1.33 -2.02
H 1.52 -0.73 -1.26
H 2.42 -1.01 -2.47
O 0.60 0.65 -0.03
H -0.19 0.16 0.23
H 0.77 1.25 0.71
O 0.26 3.11 -1.60
H 0.42 3.04 -2.54
H 0.58 2.26 -1.23
O -2.10 -2.08 0.47
H -1.62 -2.88 0.25
H -1.60 -1.66 1.18

Computed properties:
frontier orbital gap	11.031	eV
SMILES string	O.O.O.O.O

***

Entry two
Entry from the Open Molecules 2025 dataset: a 5-piece molecular cluster, H10O5 overall (ωB97M-V with the def2-TZVPD basis set).

Geometry (Å):
O -1.34 2.33 1.66
H -1.43 1.73 2.41
H -1.10 1.76 0.90
O 0.26 -3.24 -0.28
H 1.15 -3.52 -0.03
H -0.08 -2.78 0.50
O -0.53 -1.62 2.00
H -0.55 -0.71 2.31
H -0.94 -2.13 2.70
O 0.93 2.33 -3.39
H 1.24 2.66 -4.24
H 1.74 2.17 -2.88
O 0.12 0.63 -0.30
H -0.12 -0.31 -0.25
H 0.65 0.70 -1.10

Computed properties:
frontier orbital gap	11.327	eV
SMILES string	O.O.O.O.O

***

Entry three
Entry from the Open Molecules 2025 dataset: a 5-piece molecular cluster, H10O5 overall (ωB97M-V with the def2-TZVPD basis set).

Geometry (Å):
O -1.41 -2.23 1.38
H -0.81 -1.54 1.08
H -0.79 -2.89 1.65
O -0.19 0.31 0.18
H -0.60 0.23 -0.67
H 0.75 0.24 -0.09
O -1.44 1.06 -2.96
H -0.92 1.91 -2.59
H -0.87 0.21 -3.21
O -0.96 0.53 2.75
H -0.34 1.23 3.21
H -0.54 0.74 1.85
O 2.42 0.08 -0.58
H 2.90 0.78 -0.99
H 2.80 -0.67 -1.01

Computed properties:
frontier orbital gap	10.063	eV
SMILES string	O.O.O.O.O

***

Which of them is least stable? Easy: entry three.

***

Entry one
Entry from the Open Molecules 2025 dataset: a 5-piece molecular cluster, H10O5 overall (ωB97M-V with the def2-TZVPD basis set).

Geometry (Å):
O 0.43 0.02 -1.42
H 0.92 0.86 -1.38
H -0.36 0.42 -1.09
O -2.18 -0.36 -0.22
H -1.84 -0.22 0.69
H -1.75 -1.22 -0.34
O -1.29 -0.65 2.41
H -1.67 -1.41 2.80
H -0.33 -0.95 2.40
O 1.06 -1.90 0.80
H 1.76 -2.55 0.43
H 0.89 -1.31 0.01
O 1.10 2.97 -1.61
H 1.35 3.83 -1.89
H 1.91 2.46 -1.59

Computed properties:
frontier orbital gap	11.501	eV
SMILES string	O.O.O.O.O

***

Entry two
Entry from the Open Molecules 2025 dataset: a 5-piece molecular cluster, H10O5 overall (ωB97M-V with the def2-TZVPD basis set).

Geometry (Å):
O -0.76 -1.05 0.01
H -0.18 -1.23 -0.75
H -0.96 -0.12 -0.21
O -2.05 0.35 -4.81
H -1.23 0.34 -5.31
H -1.83 1.06 -4.21
O -0.62 2.09 0.13
H -0.43 1.58 0.91
H -0.99 2.83 0.59
O 3.14 -1.06 2.16
H 2.26 -0.62 2.26
H 2.78 -1.92 1.98
O 0.54 -0.58 2.43
H 0.18 -0.90 3.27
H 0.15 -0.78 1.55

Computed properties:
frontier orbital gap	10.803	eV
SMILES string	O.O.O.O.O

***

Entry three
Entry from the Open Molecules 2025 dataset: a 5-piece molecular cluster, H10O5 overall (ωB97M-V with the def2-TZVPD basis set).

Geometry (Å):
O -0.05 -2.55 2.36
H 0.40 -2.59 3.19
H 0.37 -1.84 1.91
O 0.10 2.66 -1.18
H 0.24 1.74 -1.20
H -0.44 2.86 -1.96
O -2.52 0.03 -1.92
H -1.65 -0.23 -1.61
H -2.37 0.59 -2.71
O 0.51 -0.06 -1.05
H 1.16 -0.13 -1.74
H 0.96 -0.12 -0.21
O 1.07 -0.29 1.65
H 0.36 -0.08 2.31
H 1.84 0.00 2.15

Computed properties:
frontier orbital gap	10.974	eV
SMILES string	O.O.O.O.O

***

Which of them is least stable? Easy: entry two.

***

Entry one
Entry from the Open Molecules 2025 dataset: one molecule with the formula C3H4N2S (ωB97M-V with the def2-TZVPD basis set).

Geometry (Å):
N 3.09 -0.48 -0.05
C 1.93 -0.58 -0.04
C 0.46 -0.49 0.04
N -0.14 0.73 0.16
C -1.49 0.59 -0.12
S -2.36 -0.81 0.01
H 0.09 -1.03 0.92
H 0.10 -1.16 -0.70
H 0.21 1.65 0.16
H -1.89 1.57 -0.39

Computed properties:
frontier orbital gap	9.223	eV
SMILES string	N#CCNC=S

***

Entry two
Entry from the Open Molecules 2025 dataset: one molecule with the formula C3H4N2S (ωB97M-V with the def2-TZVPD basis set).

Geometry (Å):
C -1.13 0.03 0.69
C -0.67 -0.01 -0.66
C 0.44 0.69 2.47
N -0.33 0.19 1.67
N 0.91 -0.51 -2.60
S 0.97 -0.03 -1.12
H -2.03 -0.34 1.10
H -1.19 -0.33 -1.52
H 1.35 0.33 2.98
H 1.68 0.00 -3.00

Computed properties:
frontier orbital gap (alpha / beta)	6.886 / 7.098	eV

***

Which of them is least stable? Easy: entry two.